ORCA calculation (ωB97M-V/def2-TZVPD) on a single C21H21N3O4S2 molecule in a non-equilibrium geometry.

```
51
Properties=species:S:1:pos:R:3
C 4.59 -0.17 -4.24
C 4.09 -0.34 -2.84
C 4.71 0.34 -1.80
C 4.27 0.20 -0.50
C 3.18 -0.59 -0.22
C 2.54 -1.27 -1.25
C 3.00 -1.17 -2.57
C 2.33 -1.95 -3.66
H 3.03 -2.20 -4.45
H 1.90 -2.87 -3.27
H 1.52 -1.37 -4.09
N 1.40 -2.06 -0.96
C 0.18 -1.84 -1.49
O -0.13 -0.95 -2.24
C -0.76 -2.93 -0.97
H -1.14 -3.50 -1.82
C 0.07 -3.79 -0.02
C -0.53 -4.04 1.35
O -0.51 -5.14 1.85
N -1.17 -3.03 2.03
C -1.37 -1.69 1.77
N -2.51 -1.14 1.95
C -2.48 0.20 1.71
C -3.56 1.07 1.78
C -3.37 2.40 1.48
C -2.11 2.86 1.10
C -1.01 2.03 1.03
C -1.20 0.70 1.34
S -0.05 -0.59 1.34
H -0.05 2.43 0.75
S -1.90 4.59 0.66
O -2.95 5.35 1.27
O -0.54 4.97 0.92
C -2.17 4.57 -1.14
H -1.44 3.91 -1.58
H -2.03 5.59 -1.50
H -3.18 4.24 -1.32
H -4.17 3.12 1.53
H -4.53 0.69 2.08
H -1.73 -3.38 2.79
H 0.21 -4.79 -0.45
C 1.45 -3.09 0.05
H 2.27 -3.79 -0.16
H 1.63 -2.67 1.05
H -1.63 -2.46 -0.50
H 2.81 -0.68 0.79
H 4.77 0.73 0.30
H 5.56 0.97 -2.02
H 5.35 0.60 -4.28
H 3.78 0.12 -4.91
H 5.02 -1.09 -4.61
```

Summary:
HOMO-LUMO gap, eV: 8.9571
Max |F|, eV Å⁻¹: 1.15
Total energy, Ha: -2074.49555
2S+1: 1
SMILES: Cc1cccc(N2C[C@@H](C(=O)Nc3nc4ccc(S(C)(=O)=O)cc4s3)CC2=O)c1C
Energy relative to the best compared isomer or geometry (same formula, charge and spin), kJ/mol: 26.2

The net atomic charges from Löwdin, expressed in e, are:
1. C -0.047
2. C -0.223
3. C -0.045
4. C -0.073
5. C -0.028
6. C -0.163
7. C -0.147
8. C -0.023
9. H 0.074
10. H 0.085
11. H 0.092
12. N -0.039
13. C -0.506
14. O 0.085
15. C -0.026
16. H 0.134
17. C -0.168
18. C -0.431
19. O 0.100
20. N 0.126
21. C -0.567
22. N 0.130
23. C -0.295
24. C 0.011
25. C -0.050
26. C -0.287
27. C -0.053
28. C -0.418
29. S 1.180
30. H 0.122
31. S 0.646
32. O -0.317
33. O -0.316
34. C -0.118
35. H 0.066
36. H 0.067
37. H 0.065
38. H 0.114
39. H 0.119
40. H 0.167
41. H 0.152
42. C -0.099
43. H 0.142
44. H 0.099
45. H 0.116
46. H 0.084
47. H 0.104
48. H 0.109
49. H 0.076
50. H 0.087
51. H 0.085